DFT (ωB97M-V/def2-TZVPD) results for a structure of composition C46H55N5OP2PtS3.

The value obtained for the HOMO energy (alpha / beta) is -11.63 / -11.76 eV. The electronic energy is -4130.7855 a.u. As for the LUMO energy (alpha / beta): -5.22 / -5.05 eV. Its charge is +2. As for the spin multiplicity: 1.

Geometry (Å):
C -4.053 1.692 3.697
C 1.211 -2.359 1.865
H -1.748 4.712 -0.078
H -4.552 3.542 4.652
C 0.339 -0.376 4.296
C -3.316 -5.154 1.012
H -1.862 -3.665 -3.535
H -2.641 0.935 -4.011
C 1.225 -0.620 5.328
H 2.308 -3.864 -2.769
N 0.186 1.650 0.925
H 1.659 5.212 -3.542
C 1.924 1.144 3.289
H -2.739 -2.935 -4.882
C -1.435 -3.152 0.901
N 4.202 1.329 -0.976
H -4.095 5.318 0.379
H 4.254 -0.417 -3.257
C 2.179 -2.267 -5.293
H 2.314 -0.735 1.042
H 0.509 3.064 -2.983
H 0.615 -4.131 -2.378
C -1.853 -3.754 -0.272
H 2.166 1.811 2.477
N 0.447 -1.802 -0.586
C 0.425 3.517 -0.909
C -2.539 3.543 3.930
H -1.670 -2.972 3.015
C -1.564 2.828 3.259
C -3.114 1.609 0.015
H 0.484 4.133 1.131
P 0.898 -2.333 -3.984
C 3.339 0.500 -1.580
H 4.361 -1.268 2.369
C -2.901 -4.528 2.179
H 2.365 -4.649 4.040
H -5.021 1.253 3.875
H 1.643 6.270 0.606
C -2.495 3.942 0.036
H -1.586 0.109 -5.156
Pt 0.216 -0.670 -2.446
O 2.127 0.732 -1.588
C 2.350 -3.777 3.406
C -1.880 -2.810 -4.215
C 3.473 -1.872 2.464
P -2.109 -1.268 -3.213
H 4.004 3.412 -0.793
H 2.628 2.433 -0.231
H 3.164 -2.215 -4.835
H 5.978 0.952 -2.040
N -0.682 1.048 -1.628
H -0.412 -3.697 -5.537
C -1.844 1.549 2.804
C 2.340 -1.568 1.730
C -3.788 2.978 4.141
C -0.586 -2.750 -5.018
C 3.469 -2.968 3.314
C -3.813 4.279 0.297
C -2.160 2.607 -0.092
S -0.512 2.028 -0.553
H 0.954 -1.297 6.123
C -2.450 -0.016 -4.505
H -2.808 0.580 -0.120
H 4.742 -1.140 -1.711
C 2.804 0.899 4.332
H -3.168 -5.210 -1.129
C 0.745 4.390 0.116
S -0.483 0.709 1.954
C -4.426 1.950 0.289
C 3.914 -0.709 -2.264
H 6.136 2.013 -0.644
H -0.583 3.247 3.094
H -1.411 -3.413 -1.199
H 4.345 -3.202 3.897
H -4.496 -1.785 -3.285
C -3.796 -1.480 -2.511
H 2.123 -3.163 -5.909
C 1.395 5.575 -0.184
H -2.326 4.535 4.294
H -3.264 -0.034 2.672
H 0.348 -4.129 2.729
H 3.113 -1.441 -2.362
C 1.307 -3.929 -3.191
C 0.704 0.498 3.285
C 5.635 1.126 -1.021
C -4.769 3.287 0.432
H 1.282 -4.733 -3.924
S -0.153 -1.896 0.754
H 2.041 -1.391 -5.923
C 3.715 2.496 -0.273
C -1.972 -3.503 2.124
H -4.106 -0.519 -2.106
C -2.817 -4.748 -0.219
H 3.153 -0.183 6.142
H -3.320 -0.304 -5.096
C 1.209 -3.481 2.673
C 1.403 4.979 -2.520
H -3.788 -2.216 -1.710
H -5.182 1.185 0.382
C 1.708 5.873 -1.503
H 4.117 2.519 0.742
C -3.078 0.967 3.026
C 2.458 0.014 5.342
H -0.630 -0.850 4.256
H 3.757 1.399 4.357
H -0.661 -1.968 -5.780
C 0.758 3.789 -2.222
H 5.937 0.278 -0.401
H -4.037 -5.953 1.061
N -1.010 -0.687 1.517
H 2.186 6.810 -1.737
H -3.293 -4.845 3.134
H -5.792 3.557 0.638

=====

DFT (ωB97M-V/def2-TZVPD) results for a cluster of 2 separate species, C4H9N in total.

The SMILES is C=CN.C=C. The value obtained for the HOMO energy is -8.35 eV. The electronic energy is -212.4511 a.u. As for the LUMO energy: 0.87 eV. Its charge is 0. As for the spin multiplicity: 1.

Geometry (Å):
H -0.179 -4.144 1.214
N 0.978 1.776 -0.003
H -1.802 3.591 0.869
H -0.789 1.309 0.786
C -0.273 -4.005 0.062
H -1.286 -4.420 -0.260
C -0.279 2.178 0.487
C -0.880 3.370 0.448
H -0.199 -2.837 -1.669
H -0.177 3.992 -0.172
C 0.362 -3.234 -0.860
H 1.387 -3.011 -0.667
H 1.464 2.395 -0.515
H 1.152 0.834 -0.388

=====

DFT (ωB97M-V/def2-TZVPD) results for a structure of composition C45H35Cl2N3O8RuSSe.

The value obtained for the HOMO energy (alpha / beta) is -4.36 / -4.45 eV. The electronic energy is -6316.9870 a.u. As for the LUMO energy (alpha / beta): 1.95 / 1.82 eV. Its charge is -1. As for the spin multiplicity: 2.

Geometry (Å):
H 3.539 -1.537 1.214
N -1.584 -1.599 -1.689
C 5.913 0.024 -5.713
C 0.529 4.241 -1.199
C 2.409 -0.027 -2.823
H 0.227 -2.557 -1.588
H 4.086 1.153 -2.168
H 0.854 4.983 -0.480
C 2.600 -1.122 -4.989
H 1.035 3.248 -4.391
Se -0.922 -2.515 1.168
H 2.193 -1.744 -5.774
C -3.084 -1.990 3.029
H -5.671 1.673 2.181
H 6.024 -1.732 1.025
H -3.449 -0.788 -1.900
C 5.567 -0.775 1.244
C 2.060 1.395 4.401
C 0.625 3.275 -3.389
H -2.324 0.873 -2.201
Ru -1.055 -0.280 -0.165
C 3.619 0.551 1.625
C 3.851 -0.571 -5.090
H -4.627 -5.434 2.866
H -0.808 3.303 0.184
N -4.717 -3.593 3.770
H 0.545 -1.922 5.658
C 1.060 4.233 -2.483
H 6.139 0.794 -6.454
H 6.390 2.470 1.766
C 6.360 0.354 1.401
O 2.084 1.150 -0.809
O -5.039 -3.293 -4.472
H 2.467 2.333 4.042
C -3.589 1.280 1.776
C 0.981 -0.995 5.308
C -1.125 -3.605 -2.904
C -2.413 -3.622 -3.402
H 6.752 -0.670 -5.608
H -2.888 4.532 3.714
Cl -5.719 4.127 3.661
H -6.570 -2.077 -2.972
H -2.762 -4.395 -4.074
H -2.621 1.760 -0.670
O 1.327 -0.619 1.152
C -4.157 -2.380 3.807
C 4.379 0.227 -4.097
C -2.041 2.886 2.686
H 1.814 4.954 -2.770
C -3.949 0.108 1.012
H -4.587 -1.680 4.519
O 0.510 -0.329 -1.478
H -0.408 -4.370 -3.166
C -0.854 2.324 -1.721
H 3.922 2.653 1.911
C -4.174 -4.447 2.903
H -5.382 -1.732 -1.775
C 1.705 0.396 3.506
C 1.338 -0.007 6.213
C -4.654 2.021 2.319
C -1.864 1.305 -1.312
C -4.410 3.177 2.999
O 4.751 -0.697 -6.121
C 1.884 1.189 5.758
C -3.102 -4.155 2.076
C 1.881 -0.832 -3.823
O -1.253 0.945 1.584
C -0.415 3.298 -0.826
H 0.867 -1.544 3.213
C 4.187 -0.681 1.354
H 0.887 -1.234 -3.686
H -2.666 -0.998 3.139
H 1.181 -0.160 7.273
Cl -0.419 3.416 2.985
C 3.691 0.524 -2.953
C -2.227 1.654 1.960
C -0.756 -2.597 -2.028
H -5.016 -0.162 1.075
C -2.513 -2.891 2.124
C 1.163 -0.799 3.944
O -3.224 -0.596 0.302
C -3.085 3.614 3.177
C 1.618 0.320 -1.576
C -3.288 -2.623 -3.009
C -2.823 -1.616 -2.180
C -4.710 -2.668 -3.482
H 7.436 0.278 1.304
C 5.774 1.587 1.658
S 1.832 0.667 1.732
C -0.327 2.339 -3.012
H -2.718 -4.902 1.393
H -0.664 1.595 -3.726
C 4.394 1.689 1.760
H 2.160 1.964 6.462
O 5.645 0.639 -4.458
N -5.600 -1.959 -2.730

=====

DFT (ωB97M-V/def2-TZVPD) results for the ion C8H14N2 with charge +2.

The value obtained for the HOMO energy is -18.82 eV. The electronic energy is -421.8795 a.u. As for the LUMO energy: -9.08 eV. Its charge is +2. As for the spin multiplicity: 1.

Geometry (Å):
H 0.859 -2.758 -0.360
C -3.024 0.790 -0.571
H -4.063 0.678 -0.662
H -2.709 1.571 0.075
C 1.765 1.141 -0.206
H -2.931 -1.494 -0.309
C 0.949 -1.669 -0.246
H -1.208 -0.503 -2.066
H -1.695 -1.078 1.956
H 1.171 2.020 -0.302
C -2.303 -0.574 -0.068
H 2.872 -1.858 0.679
H -2.870 0.222 1.968
H 3.602 2.113 -0.419
C 2.404 0.122 0.143
C -1.936 -0.241 1.419
H -2.753 1.089 -1.578
C 3.630 1.055 0.097
H -1.082 0.576 1.422
H 4.212 0.545 -0.578
N 0.024 -0.964 -0.668
C -1.162 -0.748 -0.972
H 4.049 1.187 1.206
N 2.198 -1.224 0.042

=====

Among the records above, which one has the highest electronic energy? C4H9N

=====

Which of these has the lowest electronic energy? C45H35Cl2N3O8RuSSe

=====

The lowest charge belongs to which entry? C45H35Cl2N3O8RuSSe